The following is a quantum chemistry calculation of a structure of composition C27H28CaN9O8S in a non-equilibrium geometry, from the Open Molecules 2025 dataset.

Summary:
LUMO level (eV): 2.349
DFT total energy (Eh): -3216.4135
Net charge: -1
Frontier orbital gap (eV): 7.8
HOMO (eV): -5.4

Geometry as XYZ:
```
74
Properties=species:S:1:pos:R:3:forces:R:3
Ca 0.038480 0.064035 0.263766 -1.70 -1.30 -1.72
O 2.053966 0.135742 0.848285 1.49 -0.30 1.33
N 2.208802 -0.265106 2.047084 0.51 0.24 0.05
N 1.183995 -0.759149 2.628486 0.39 -0.39 0.36
O -0.006169 -0.944476 2.100468 0.25 -0.72 1.65
C 1.345873 -1.052783 4.015552 0.08 -0.13 0.31
C 2.536214 -1.580473 4.501078 -0.05 0.02 -0.15
C 2.659957 -1.849883 5.854655 -0.02 0.02 0.07
C 1.604681 -1.595375 6.719559 -0.01 0.01 0.02
C 0.420936 -1.065614 6.222977 -0.01 -0.04 0.02
C 0.283284 -0.798865 4.871749 -0.02 0.05 -0.24
H 3.347916 -1.769323 3.812890 0.02 0.02 0.01
H 3.586323 -2.257815 6.239794 0.00 -0.01 -0.03
H 1.705107 -1.805469 7.777239 0.01 0.00 -0.01
H -0.400914 -0.847480 6.893411 0.00 -0.01 0.00
H -0.614384 -0.362741 4.455634 -0.02 -0.01 0.04
C 1.626596 -3.869905 0.786543 0.01 -0.01 -0.04
C 1.304057 -3.216034 -0.510312 -0.04 -0.04 -0.08
N 0.878904 -1.987329 -0.661943 0.40 -0.45 -0.22
C 0.747839 -1.773813 -2.005133 0.15 -0.13 -0.33
C 1.090307 -2.913486 -2.686081 -0.11 0.05 0.13
N 1.446415 -3.817080 -1.717941 -0.06 0.06 -0.03
C 1.085959 -3.298698 -4.112490 0.02 -0.08 -0.26
O 0.683395 -2.379113 -4.938766 0.16 -0.66 -0.21
O 1.435624 -4.423327 -4.435401 0.02 0.00 0.08
C 0.391580 -0.418522 -2.547546 0.22 0.11 -0.47
O 0.143632 -0.346055 -3.785662 -0.09 0.32 0.53
O 0.416974 0.538055 -1.749311 0.35 0.10 -2.07
H 1.124516 -3.333083 1.589302 -0.02 0.02 -0.01
H 2.703451 -3.843497 0.967206 -0.01 0.01 0.04
H 1.305573 -4.912742 0.790201 0.00 0.01 0.03
H 1.745660 -4.754023 -1.929937 0.01 -0.03 -0.01
H 0.416281 -1.489716 -4.410391 -0.08 0.26 -0.22
N 0.925663 8.241486 2.352624 -0.01 -0.05 0.07
C 0.542879 6.894894 2.330964 0.01 -0.07 0.02
C -0.768682 6.523935 2.633800 0.06 0.03 0.00
C -1.124242 5.188059 2.673385 -0.06 -0.01 0.02
C -0.174970 4.215560 2.418729 0.07 -0.35 -0.01
C 1.130992 4.567616 2.119446 -0.05 0.00 -0.05
C 1.488058 5.903840 2.068214 -0.01 0.05 0.01
S -0.562041 2.476994 2.522622 -0.38 0.25 0.40
O 0.614191 1.873714 3.096465 0.08 -0.05 -0.18
O -1.788919 2.345389 3.281876 -0.05 0.26 -0.13
N -0.751857 1.854893 1.060606 -0.53 2.27 1.46
C -1.658663 2.323803 0.187571 -0.97 0.74 -0.27
N -2.096231 1.424580 -0.724342 0.25 0.19 0.24
C -2.860230 1.875069 -1.699436 -0.13 -0.03 -0.11
C -3.272301 3.197829 -1.791860 0.03 -0.09 0.07
C -2.869819 4.013159 -0.746800 0.00 0.03 0.01
N -2.086537 3.604755 0.235911 0.06 -0.17 -0.03
H 0.171825 8.892112 2.205077 0.01 0.03 -0.06
H 1.731567 8.448535 1.785978 -0.02 0.06 -0.04
H -1.504844 7.293116 2.840537 -0.01 -0.01 0.01
H -2.138113 4.881774 2.891738 0.01 0.02 0.01
H 1.853941 3.783125 1.933842 0.04 0.06 0.00
H 2.507940 6.190917 1.837274 0.01 -0.03 0.01
H -3.181255 1.134935 -2.427657 0.05 0.03 -0.04
H -3.887864 3.556161 -2.603025 -0.02 -0.01 0.00
H -3.190581 5.051100 -0.686974 -0.02 -0.02 -0.05
C -4.169628 -3.711978 1.167861 0.04 0.02 -0.03
C -3.941521 -2.199233 1.287028 -0.34 -0.08 0.10
C -3.613828 -1.810896 2.734521 0.13 0.06 -0.05
C -5.170878 -1.425962 0.787020 0.07 0.01 -0.02
C -2.806990 -1.833821 0.437560 0.28 0.03 0.01
N -1.904201 -1.533227 -0.202319 -0.39 -0.17 -0.03
H -5.024911 -4.001038 1.780501 0.00 0.02 0.01
H -3.292706 -4.261478 1.510797 -0.01 0.00 0.00
H -4.370551 -3.993615 0.133772 -0.01 -0.02 0.00
H -4.451081 -2.081851 3.379733 -0.03 -0.01 -0.02
H -3.435394 -0.738030 2.813818 0.01 0.00 0.03
H -2.716812 -2.325635 3.079637 0.01 0.02 0.00
H -6.041724 -1.691476 1.388325 0.02 -0.01 0.02
H -5.378343 -1.664700 -0.256546 -0.03 0.00 0.00
H -4.999909 -0.352183 0.866826 -0.03 0.00 0.00
```
Forces are in eV/Å.